Entry 1:
{"formula": "C24H71NO31P8", "method": "ωB97M-V/def2-TZVPD", "de_lowest_kcal_mol": 0.0, "gap_ev": 8.2, "e_homo_ev": -9.81, "smiles": "CC[C@@H](C)O[P@@](=O)(OCN)OCP(=O)(O)O.COP(=O)(OC)OC.COP(=O)(OC)OC.COP(=O)(OC)OC.COP(=O)(OC)OC.COP(=O)(OC)OC.COP(=O)(OC)OC", "multiplicity": 1, "largest_force_ev_per_a": 7.27, "e_tot_ev": -165315.5417, "symbols": ["C", "C", "C", "C", "O", "P", "O", "O", "C", "N", "O", "C", "P", "O", "O", "O", "H", "H", "H", "H", "H", "H", "H", "H", "H", "H", "H", "H", "H", "H", "H", "H", "H", "C", "O", "P", "O", "O", "C", "O", "C", "H", "H", "H", "H", "H", "H", "H", "H", "H", "C", "O", "P", "O", "O", "C", "O", "C", "H", "H", "H", "H", "H", "H", "H", "H", "H", "C", "O", "P", "O", "O", "C", "O", "C", "H", "H", "H", "H", "H", "H", "H", "H", "H", "C", "O", "P", "O", "O", "C", "O", "C", "H", "H", "H", "H", "H", "H", "H", "H", "H", "C", "O", "P", "O", "O", "C", "O", "C", "H", "H", "H", "H", "H", "H", "H", "H", "H", "C", "O", "P", "O", "O", "C", "O", "C", "H", "H", "H", "H", "H", "H", "H", "H", "H"], "xyz": [[4.887, -4.613, 4.553], [5.465, -3.357, 3.881], [4.309, -2.373, 3.626], [4.883, -1.006, 3.284], [3.597, -2.865, 2.446], [2.037, -2.844, 2.599], [1.574, -4.099, 3.218], [1.655, -1.562, 3.443], [0.410, -1.618, 4.161], [0.636, -1.501, 5.582], [1.526, -2.698, 1.094], [0.098, -2.873, 1.056], [-0.377, -4.650, 1.002], [-1.354, -4.879, -0.048], [0.933, -5.545, 0.919], [-1.072, -4.904, 2.431], [4.438, -4.356, 5.513], [5.610, -5.420, 4.636], [4.058, -4.940, 3.923], [6.174, -2.866, 4.545], [5.927, -3.612, 2.929], [3.709, -2.385, 4.534], [5.836, -0.809, 3.769], [5.065, -0.984, 2.209], [4.201, -0.185, 3.503], [-0.189, -2.497, 3.936], [-0.185, -0.755, 3.862], [-0.069, -0.893, 5.977], [0.462, -2.392, 6.031], [-0.432, -2.368, 1.860], [-0.258, -2.447, 0.121], [1.087, -5.927, 1.793], [-0.398, -5.084, 3.104], [8.249, -5.412, 7.540], [9.329, -5.903, 6.750], [9.535, -7.522, 6.651], [8.352, -7.963, 5.884], [9.383, -7.801, 8.250], [10.219, -7.115, 9.186], [10.611, -8.733, 6.487], [10.281, -9.843, 5.651], [7.765, -4.616, 6.977], [7.515, -6.182, 7.765], [8.633, -4.995, 8.473], [9.591, -6.698, 9.972], [10.780, -6.303, 8.721], [10.915, -7.823, 9.635], [10.069, -9.530, 4.631], [9.431, -10.377, 6.070], [11.152, -10.498, 5.643], [-5.850, -1.368, -2.425], [-4.903, -0.738, -1.567], [-3.576, -0.065, -2.249], [-4.147, 1.080, -2.990], [-3.215, -1.330, -3.205], [-3.060, -2.639, -2.633], [-1.987, 0.326, -2.113], [-1.602, 1.611, -2.614], [-6.846, -1.068, -2.100], [-5.720, -1.091, -3.468], [-5.767, -2.452, -2.327], [-3.641, -3.339, -3.231], [-3.410, -2.689, -1.602], [-2.013, -2.935, -2.671], [-2.139, 2.409, -2.106], [-1.778, 1.645, -3.686], [-0.535, 1.742, -2.432], [-12.599, -2.964, 0.304], [-11.567, -2.006, 0.528], [-10.904, -1.269, -0.773], [-12.010, -0.437, -1.290], [-10.710, -2.630, -1.652], [-9.979, -3.737, -1.116], [-9.556, -0.607, -1.397], [-9.646, 0.575, -2.191], [-13.378, -2.771, 1.039], [-13.022, -2.887, -0.695], [-12.210, -3.971, 0.460], [-10.570, -4.642, -1.254], [-9.769, -3.616, -0.052], [-9.040, -3.847, -1.659], [-10.112, 1.389, -1.640], [-10.194, 0.372, -3.109], [-8.627, 0.865, -2.446], [7.783, 3.170, -0.052], [6.448, 3.318, -0.526], [5.730, 2.015, -1.257], [5.664, 1.152, -0.042], [7.006, 1.667, -2.208], [7.461, 2.616, -3.180], [4.713, 1.158, -2.232], [4.051, 0.005, -1.719], [7.822, 3.630, 0.934], [8.078, 2.127, 0.026], [8.474, 3.697, -0.713], [8.539, 2.730, -3.073], [6.993, 3.594, -3.052], [7.246, 2.241, -4.180], [3.444, 0.241, -0.848], [4.787, -0.758, -1.473], [3.400, -0.360, -2.513], [-0.385, 8.839, -4.429], [-0.873, 7.845, -3.532], [0.050, 6.498, -3.248], [1.191, 7.150, -2.545], [0.382, 6.256, -4.828], [-0.684, 6.020, -5.761], [0.453, 4.905, -2.945], [1.596, 4.656, -2.136], [-0.572, 9.806, -3.966], [0.680, 8.731, -4.620], [-0.931, 8.787, -5.373], [-0.545, 6.680, -6.616], [-1.665, 6.213, -5.326], [-0.640, 4.988, -6.105], [1.496, 5.091, -1.144], [2.486, 5.032, -2.637], [1.674, 3.572, -2.034], [-3.872, 7.702, -3.466], [-5.165, 7.248, -3.068], [-6.219, 6.831, -4.245], [-5.609, 5.617, -4.825], [-5.965, 8.154, -5.165], [-6.127, 9.462, -4.608], [-7.785, 6.758, -4.681], [-8.252, 5.612, -5.395], [-3.146, 7.226, -2.816], [-3.644, 7.453, -4.500], [-3.804, 8.782, -3.329], [-5.248, 10.056, -4.857], [-6.235, 9.438, -3.523], [-7.004, 9.936, -5.048], [-8.083, 4.695, -4.837], [-7.764, 5.563, -6.366], [-9.324, 5.747, -5.535]]}

Entry 2:
{"formula": "C24H72N4O10", "method": "ωB97M-V/def2-TZVPD", "de_lowest_kcal_mol": 11.2, "gap_ev": 9.2, "e_homo_ev": -8.71, "smiles": "COC[C@H](C)N.COC[C@H](C)N.COC[C@H](C)N.COC[C@H](C)N.CCO.CCO.CO.CO.CO.CO", "multiplicity": 1, "largest_force_ev_per_a": 2.17, "e_tot_ev": -52485.9983, "symbols": ["C", "O", "C", "C", "C", "N", "H", "H", "H", "H", "H", "H", "H", "H", "H", "H", "H", "C", "O", "C", "C", "C", "N", "H", "H", "H", "H", "H", "H", "H", "H", "H", "H", "H", "C", "O", "C", "C", "C", "N", "H", "H", "H", "H", "H", "H", "H", "H", "H", "H", "H", "C", "O", "C", "C", "C", "N", "H", "H", "H", "H", "H", "H", "H", "H", "H", "H", "H", "C", "C", "O", "H", "H", "H", "H", "H", "H", "C", "C", "O", "H", "H", "H", "H", "H", "H", "C", "O", "H", "H", "H", "H", "C", "O", "H", "H", "H", "H", "C", "O", "H", "H", "H", "H", "C", "O", "H", "H", "H", "H"], "xyz": [[3.734, -6.586, 2.155], [2.589, -5.790, 2.290], [2.216, -5.073, 1.130], [0.850, -4.458, 1.417], [-0.300, -5.469, 1.321], [0.549, -3.332, 0.485], [3.698, -7.378, 2.900], [4.644, -5.995, 2.336], [3.923, -6.994, 1.156], [2.972, -4.344, 0.816], [2.170, -5.771, 0.279], [0.904, -4.074, 2.438], [-0.561, -5.646, 0.275], [-1.184, -5.094, 1.835], [-0.024, -6.416, 1.784], [1.432, -3.019, 0.076], [0.136, -3.839, -0.298], [2.127, 2.910, 0.162], [2.731, 2.293, 1.259], [3.638, 3.087, 1.999], [2.952, 3.811, 3.156], [3.884, 4.773, 3.869], [2.467, 2.862, 4.186], [1.184, 2.510, -0.205], [2.799, 2.808, -0.710], [2.092, 4.000, 0.277], [4.513, 2.467, 2.202], [4.041, 3.865, 1.332], [2.073, 4.376, 2.819], [4.634, 4.236, 4.451], [3.357, 5.570, 4.390], [4.518, 5.293, 3.136], [1.731, 2.285, 3.787], [2.105, 3.433, 4.938], [-4.394, 1.360, 3.049], [-3.711, 2.278, 2.219], [-2.347, 1.938, 1.987], [-1.426, 2.111, 3.209], [-1.078, 3.549, 3.579], [-0.214, 1.289, 3.031], [-4.449, 0.346, 2.647], [-5.393, 1.771, 3.173], [-3.938, 1.314, 4.041], [-2.335, 0.872, 1.729], [-1.911, 2.430, 1.113], [-2.055, 1.743, 4.023], [-1.915, 4.070, 4.047], [-0.782, 4.093, 2.676], [-0.251, 3.576, 4.286], [-0.581, 0.332, 2.999], [0.053, 1.309, 2.041], [0.109, 4.541, -3.892], [0.816, 3.506, -4.559], [1.144, 2.470, -3.642], [1.895, 1.388, -4.450], [2.349, 0.300, -3.465], [3.049, 2.006, -5.151], [0.600, 4.860, -2.972], [-0.902, 4.210, -3.631], [-0.032, 5.339, -4.617], [1.806, 2.854, -2.856], [0.186, 2.080, -3.271], [1.189, 0.959, -5.164], [1.606, -0.472, -3.258], [2.601, 0.694, -2.475], [3.241, -0.196, -3.850], [2.603, 2.838, -5.538], [3.634, 2.358, -4.392], [-1.605, -1.064, -4.746], [-3.043, -1.448, -4.574], [-3.698, -0.840, -3.452], [-0.966, -1.486, -3.968], [-1.471, 0.018, -4.757], [-1.270, -1.508, -5.688], [-3.148, -2.530, -4.500], [-3.674, -1.140, -5.412], [-3.987, 0.077, -3.594], [-4.695, -2.623, -0.723], [-3.992, -3.877, -1.257], [-4.919, -4.970, -1.089], [-3.957, -1.854, -0.977], [-4.807, -2.667, 0.359], [-5.644, -2.445, -1.218], [-3.063, -4.010, -0.700], [-3.742, -3.680, -2.300], [-4.977, -5.448, -1.921], [-0.716, 0.100, -0.968], [-0.446, -0.439, 0.312], [-0.474, 1.164, -0.872], [-0.135, -0.226, -1.839], [-1.763, -0.035, -1.265], [-0.372, -1.398, 0.181], [-3.241, 2.632, -3.307], [-4.451, 1.916, -3.527], [-2.681, 2.625, -4.240], [-3.394, 3.674, -3.005], [-2.625, 2.239, -2.492], [-4.885, 1.910, -2.663], [3.253, -0.785, 0.714], [3.533, -2.091, 1.222], [3.819, -0.555, -0.191], [2.192, -0.611, 0.509], [3.573, -0.031, 1.436], [3.489, -1.986, 2.175], [0.155, -1.990, 4.053], [-0.518, -1.637, 2.840], [1.238, -1.974, 3.934], [-0.174, -1.228, 4.762], [-0.240, -2.919, 4.475], [-0.242, -2.276, 2.166]]}